8
Properties=species:S:1:pos:R:3:lowdin_charge:R:1 method="wB97M-V/def2-TZVPD" lumo_energy_ev="2.6 / 2.6" total_energy_ha=-927.5801 gap_ev="4.643 / 5.479" multiplicity=2 e_homo_ha="-0.0749 / -0.1062" charge=-1
H 2.102 -0.301 1.089 0.1869
O 2.900 0.426 1.550 -0.1606
C 1.857 0.538 2.345 -0.3509
C 0.707 1.143 1.746 -0.4013
O 0.109 0.537 0.798 -0.2981
K -0.288 -0.469 -1.591 0.8565
F -0.539 -1.230 -3.639 -0.9127
H 0.463 2.193 1.977 0.0801